Entry 1:
2 unconnected molecules or ions with the total composition C5H5BrF2O2, computed with wB97M-V/def2-TZVPD.

Summary:
HOMO level (alpha / beta): -0.234 / -0.393 hartree
HOMO-LUMO gap (alpha / beta): 6.92 / 7.57 eV
<S²>: 2.013
E_LUMO (alpha / beta): 0.0204 / -0.1149 Eh
2S+1: 3

Positions of all 15 atoms, in Å:
C: -1.297213 1.260692 0.319761
C: -1.262394 0.813846 1.543572
C: -1.023289 0.398770 -0.841988
C: -0.291941 1.013105 -1.980115
C: -3.948273 -0.416717 0.711386
O: -1.289801 -0.747183 -0.829841
O: -1.144667 0.363738 2.623246
F: -3.963356 0.858284 1.190660
F: -4.736833 -1.140628 1.463698
Br: -4.782885 -0.203238 -1.079505
H: -1.643898 2.222151 0.038993
H: -0.783830 2.020708 -2.142576
H: 0.827955 1.157728 -1.873495
H: -0.355326 0.472808 -2.912194
H: -2.885737 -0.782561 0.576198

Atoms 1-3, force components in eV/Å:
-0.3 0.6 -2.9
0.3 -0.1 2.5
2.1 1.5 -1.0


Entry 2:
A molecular structure, C5H5BrIN2O, computed with wB97M-V/def2-TZVPD.

Summary:
Charge: +1
HOMO level (alpha / beta): -0.465 / -0.465 hartree
HOMO-LUMO gap (alpha / beta): 6.07 / 6.08 eV
E_LUMO (alpha / beta): -0.2415 / -0.2415 Eh

Positions of all 15 atoms, in Å:
C: -0.082790 0.665668 0.220140
C: 1.061841 1.043330 0.898520
C: -0.435790 -0.755013 -0.075662
C: 0.591299 -1.748477 0.231090
C: 1.677374 -1.214447 0.788713
N: 1.781174 -0.054708 1.141678
N: -1.586878 -1.010929 -0.637790
O: 3.938438 -0.469571 -1.745208
Br: 0.488441 -3.569460 -0.320319
I: 4.620202 0.681512 -0.313941
H: -0.919835 1.333628 0.178079
H: 1.427983 1.978077 1.248958
H: 3.984227 0.152390 -2.443839
H: -2.291458 -0.241582 -0.783271
H: -1.812013 -1.970413 -1.069068

Atoms 1-3, force components in eV/Å:
-0.7 -1.4 1.0
-0.6 -1.2 -1.0
2.7 1.8 1.1


Entry 3:
C5H5Cl in the gas phase, computed with wB97M-V/def2-TZVPD.

Summary:
HOMO level: -0.335 hartree
HOMO-LUMO gap: 8.73 eV
E_LUMO: -0.0138 Eh
ΔE to the lowest compared entry with this formula, charge and spin: 5.002 eV

Positions of all 11 atoms, in Å:
C: 1.167462 0.367501 -0.595889
C: 0.167931 0.096833 1.280587
C: -1.391997 -0.459235 -0.686433
C: -0.187648 -0.152559 -0.160048
C: 1.613210 0.563292 0.885352
Cl: -1.727803 -0.529036 -2.413539
H: 1.775546 -0.511220 -1.060863
H: 0.916544 1.306491 -1.004718
H: -0.544627 0.683517 1.931934
H: 0.446971 -0.823219 1.743908
H: -2.235589 -0.542366 0.079710

Atoms 1-3, force components in eV/Å:
0.4 -4.0 1.4
0.1 1.3 -0.3
0.6 0.6 1.6


Entry 4:
2 unconnected molecules or ions with the total composition C5H5Cl, computed with wB97M-V/def2-TZVPD.

Summary:
HOMO level: -0.354 hartree
HOMO-LUMO gap: 10.32 eV
E_LUMO: 0.0250 Eh
ΔE to the lowest compared entry with this formula, charge and spin: 4.170 eV

Positions of all 11 atoms, in Å:
C: 1.630379 -0.598033 0.852394
C: 1.474438 0.631517 1.188602
C: 1.250825 1.869054 1.454764
Cl: -0.379289 2.243282 2.237013
H: 1.928891 -1.347389 1.709482
H: 1.419151 -0.871328 -0.190476
H: 1.815282 2.804972 1.564621
C: -1.811261 0.403817 -0.594022
C: -0.734301 0.607095 -1.098999
H: -2.407595 -0.071930 0.184194
H: -0.221376 1.190502 -1.829432

Atoms 1-3, force components in eV/Å:
0.5 -2.1 1.3
0.4 0.9 -0.2
-1.6 1.5 1.7


Entry 5:
A molecular structure, C5H5Cl2FO, computed with wB97M-V/def2-TZVPD.

Summary:
HOMO level: -0.357 hartree
HOMO-LUMO gap: 8.65 eV
E_LUMO: -0.0387 Eh
ΔE to the lowest compared entry with this formula, charge and spin: 2.488 eV

Positions of all 14 atoms, in Å:
C: -0.022127 -1.337937 -1.114922
C: -0.780063 -1.083203 1.169017
C: -0.687539 -0.460065 -0.048148
C: 2.189421 1.798586 0.517902
C: -1.250671 0.873414 -0.406374
O: 0.755595 -2.189533 -0.861587
F: -0.210669 -0.877810 -2.324845
Cl: 2.338954 0.772609 1.795226
Cl: 3.553695 1.642152 -0.493081
H: -1.464139 -0.704934 1.839980
H: -0.424262 -2.098782 1.422483
H: -2.314083 0.815712 -0.535019
H: -0.684981 1.203758 -1.275321
H: -0.999131 1.646039 0.314687

Atoms 1-3, force components in eV/Å:
0.8 1.8 2.8
0.4 -0.5 -2.9
0.2 -2.7 1.5


Entry 6:
A gas-phase ion, C5H5Cl2N4O (charge +1), computed with wB97M-V/def2-TZVPD.

Summary:
Charge: +1
HOMO level: -0.475 hartree
HOMO-LUMO gap: 8.26 eV
E_LUMO: -0.1713 Eh

Positions of all 17 atoms, in Å:
H: 2.164833 -1.170001 -2.725507
N: 1.579936 -1.104374 -1.880385
C: 0.876063 -2.053138 -1.510490
Cl: 1.031891 -3.770092 -1.971890
N: -0.198052 -1.874538 -0.601226
C: -0.567032 -0.687584 -0.171788
N: -1.608581 -0.458725 0.538571
C: -1.693903 0.764117 1.511639
O: -2.302520 0.560085 2.482270
N: -1.074225 1.812361 0.940114
C: -0.038549 2.404803 0.825117
C: 1.203689 2.822017 0.803622
Cl: 1.932396 4.116005 1.679227
H: -0.903494 -2.678946 -0.465702
H: 0.075093 0.121127 -0.446348
H: -2.233606 -1.099814 1.001540
H: 1.756060 2.296696 -0.008764

Atoms 1-3, force components in eV/Å:
0.0 -0.5 1.0
-0.6 0.5 -0.5
0.8 -1.1 -0.9


Entry 7:
A molecular structure, C5H5ClN2O3, computed with wB97M-V/def2-TZVPD.

Summary:
HOMO level: -0.363 hartree
HOMO-LUMO gap: 9.03 eV
E_LUMO: -0.0316 Eh
ΔE to the lowest compared entry with this formula, charge and spin: 2.063 eV

Positions of all 16 atoms, in Å:
C: 0.987741 0.787354 0.625755
C: 1.346979 -1.606122 0.143018
C: 1.689285 -0.321601 0.706027
C: -0.599739 -0.886702 -1.020603
C: -0.578051 0.560192 -0.427298
N: 0.293418 -1.842804 -0.468704
N: -1.618417 0.821123 0.515053
O: -1.953755 -0.033506 1.253495
O: -2.083082 1.971446 0.518960
O: -0.492757 1.516540 -1.384661
Cl: 3.054949 -0.359144 1.845640
H: 1.101903 1.828993 1.058103
H: 1.808951 -2.578054 0.381462
H: -1.674870 -1.372568 -0.839797
H: -0.357292 -0.705607 -2.080089
H: -0.925262 2.220462 -0.826360

Atoms 1-3, force components in eV/Å:
-3.5 0.2 -1.6
-0.3 -1.6 0.8
1.4 1.2 1.6


Entry 8:
C5H5ClN4O3 in the gas phase, computed with wB97M-V/def2-TZVPD.

Summary:
HOMO level (alpha / beta): -0.277 / -0.277 hartree
HOMO-LUMO gap (alpha / beta): 7.35 / 7.35 eV
E_LUMO (alpha / beta): -0.0073 / -0.0073 Eh

Positions of all 18 atoms, in Å:
C: 0.281968 1.325352 0.995644
C: -0.817657 1.611969 -1.106743
C: 0.059618 -1.312935 1.732107
C: 0.623573 -0.370658 -0.756414
C: -0.345614 -1.596434 -0.598494
N: -0.911661 1.565336 0.291379
N: -0.029363 0.632872 -1.566652
N: 0.898059 0.159448 0.542930
N: -0.479462 -1.935376 0.745168
O: 0.702811 1.967834 1.891564
O: -1.537921 2.333546 -1.785955
O: 0.002468 -0.882541 2.801790
Cl: 0.408460 -3.045986 -1.451734
H: 1.445880 -0.589533 -1.408145
H: -1.416856 2.385608 0.590339
H: -0.108270 0.499385 -2.500547
H: 1.897128 0.279643 0.760458
H: -0.673163 -3.027529 0.823304

Atoms 1-3, force components in eV/Å:
-1.9 0.1 -1.3
-2.1 -0.7 -0.8
0.2 0.5 0.8